(1)
C17H20EuF5N4S2 as an isolated structure at a distorted geometry. Source: the OMol25 dataset; level of theory: ωB97M-V with the def2-TZVPD basis set.

## Properties
LUMO level (spin up / spin down)   -7.997 / -5.984 eV
Multiplicity   7
Charge   +2
M   591.5 u
E   -78487.33484 eV
HOMO (spin up / spin down)   -13.753 / -13.777 eV
F_max   1.04 eV Å⁻¹

Each line ends with the Mulliken spin population.
Positions of all 49 atoms, in Å:
Eu1 0.2434 -0.3496 -0.1761  6.13
S1 -0.1434 -1.8792 1.9474  -0.06
S2 2.6520 -1.8072 -0.7307  -0.02
F1 -0.2840 -2.4209 4.8681  0.00
F2 1.4108 2.6238 3.7327  0.00
F3 0.3376 -0.7410 6.8823  0.00
F4 1.1447 1.8067 6.3701  0.00
F5 0.8834 0.9371 1.6960  0.00
N1 -1.4950 1.2189 -0.1074  -0.01
N2 1.1130 0.2543 -2.5836  -0.01
N3 -3.9812 4.4479 0.7634  0.00
N4 -0.3264 -2.1587 -1.8467  -0.01
C1 1.7951 -3.3837 -1.1390  0.00
C2 3.1838 -1.2190 -2.4010  0.00
C3 0.8649 0.9827 5.3737  0.00
C4 0.2644 -0.4579 -3.5779  0.00
C5 0.2601 -3.3794 -1.2343  0.00
C6 -2.5879 1.0896 0.6892  0.00
C7 -3.1920 3.4146 0.4972  0.00
C8 2.5752 0.1193 -2.8164  0.00
C9 0.4375 -0.3259 5.6332  0.00
C10 0.0856 -1.9530 -3.2595  0.00
C11 -2.0435 3.5542 -0.3179  0.00
C12 0.1228 -1.1916 4.5916  0.00
C13 0.6910 0.5082 3.0386  -0.02
C14 -1.2541 2.4701 -0.5779  0.00
C15 0.2376 -0.7937 3.2475  0.01
C16 -3.4344 2.1176 1.0061  0.00
C17 0.9989 1.4005 4.0519  0.00
H1 -1.7854 4.5173 -0.7279  0.00
H2 -3.7665 5.3619 0.3969  0.00
H3 -4.2873 1.9433 1.6425  0.00
H4 -4.8116 4.3455 1.3242  0.00
H5 -0.1709 -3.4840 -0.2279  0.00
H6 4.2669 -1.1006 -2.3393  0.00
H7 -0.3679 2.5826 -1.2077  0.00
H8 -0.6531 -2.3615 -3.9570  0.00
H9 2.8191 0.2767 -3.8772  0.00
H10 -0.7162 0.0357 -3.5760  0.00
H11 0.6901 -0.3658 -4.5857  0.00
H12 -2.7699 0.0890 1.0820  0.00
H13 2.9896 -2.0127 -3.1193  0.00
H14 2.0750 -4.0526 -0.3249  0.00
H15 2.2677 -3.7593 -2.0451  0.00
H16 -0.0220 -4.2733 -1.8041  0.00
H17 0.9353 1.2465 -2.7564  0.00
H18 -1.3434 -2.3005 -1.8420  0.00
H19 1.0211 -2.4829 -3.4332  0.00
H20 3.0696 0.9100 -2.2424  0.00


(2)
An isolated ion of composition C17H20F2N and charge +1 at a distorted geometry. Source: the OMol25 dataset; level of theory: ωB97M-V with the def2-TZVPD basis set.

## Properties
LUMO level   -2.600 eV
Multiplicity   1
ΔE to the lowest compared entry with this formula, charge and spin   8.2 kcal/mol
Charge   +1
M   276.4 u
E   -24871.55287 eV
HOMO   -12.312 eV
SMILES string   CC[NH+](CC)C(c1ccc(F)cc1)c1ccc(F)cc1
F_max   2.98 eV Å⁻¹

Each line ends with the Mulliken charge.
Positions of all 40 atoms, in Å:
F1 3.8921 3.4053 2.3209  -0.30
F2 0.6441 -5.3767 -1.6293  -0.31
N1 -1.0332 0.3726 0.0501  0.42
C1 -1.9490 -0.8698 0.1095  -0.41
C2 0.6749 -1.3398 -0.8151  -0.05
C3 -3.1923 -0.7111 0.9837  -1.27
C4 -2.5108 2.6236 0.2623  -1.37
C5 -1.6666 1.6448 -0.5818  -0.13
C6 2.8908 1.2912 2.0760  -0.95
C7 1.9835 0.4824 1.3915  -0.01
C8 1.2244 -2.2425 0.1100  -0.22
C9 1.3855 0.8871 0.1930  0.09
C10 0.7793 -4.0294 -1.4141  0.27
C11 3.1122 2.5653 1.5690  0.37
C12 0.2926 0.1227 -0.5691  -0.19
C13 0.4513 -3.1286 -2.4231  -0.68
C14 0.4461 -1.7713 -2.1266  -0.42
C15 2.5628 3.0066 0.3668  -0.95
C16 1.2136 -3.6110 -0.1679  -0.71
C17 1.7294 2.1309 -0.3239  -0.23
H1 -3.9987 -0.1421 0.5131  0.32
H2 -0.8098 2.2207 -0.9490  0.16
H3 1.5171 -4.3192 0.5957  0.47
H4 1.7214 -1.9311 1.0192  0.13
H5 1.3107 2.4397 -1.2771  0.42
H6 0.2413 -1.0327 -2.9089  0.38
H7 -2.3969 2.4787 1.3409  0.33
H8 -2.1886 3.6645 0.0692  0.40
H9 -2.2122 1.2971 -1.4725  0.43
H10 3.3485 0.9456 3.0043  0.45
H11 -0.8142 0.5562 1.0437  0.57
H12 0.1672 -3.4830 -3.4026  0.44
H13 -2.9221 -0.2859 1.9617  0.32
H14 -1.3478 -1.6667 0.5766  0.30
H15 -2.1588 -1.1587 -0.9337  0.42
H16 2.7725 4.0127 0.0112  0.46
H17 -3.5711 -1.7269 1.1841  0.42
H18 1.7611 -0.4905 1.8004  0.34
H19 -3.5793 2.5850 0.0048  0.34
H20 0.2288 0.5841 -1.5632  0.95


(3)
C17H20F6GeN6O4PPt as an isolated structure. Source: the OMol25 dataset; level of theory: ωB97M-V with the def2-TZVPD basis set.

## Properties
LUMO level (spin up / spin down)   -6.729 / -9.660 eV
Multiplicity   6
ΔE to the lowest compared entry with this formula, charge and spin   3.5 kcal/mol
Charge   +2
M   785.0 u
E   -120421.60622 eV
HOMO (spin up / spin down)   -14.781 / -15.735 eV
F_max   0.56 eV Å⁻¹

Each line ends with the Mulliken spin population.
Positions of all 56 atoms, in Å:
Pt1 -0.6793 0.4439 0.7351  1.63
Ge1 -2.1604 0.6513 -2.3825  0.18
P1 1.6675 0.6330 -2.1925  0.01
F1 0.6111 1.8125 -2.5455  0.00
F2 0.3102 -0.2552 -1.5371  0.06
F3 2.5817 -0.6005 -1.7275  0.01
F4 1.3405 -0.0864 -3.5745  0.00
F5 2.8794 1.4436 -2.7582  0.00
F6 1.8184 1.2881 -0.7143  0.01
O1 5.5139 -4.2519 -0.6196  0.01
O2 1.3041 -0.2456 1.3615  0.41
O3 3.7042 -5.2642 -1.2469  0.04
O4 -1.0118 -1.8251 0.5756  0.14
N1 -1.6970 0.2396 5.5517  0.00
N2 4.3180 -4.3715 -0.7077  -0.02
N3 0.0523 2.4009 1.6238  0.16
N4 -1.2864 0.3541 2.8352  0.15
N5 0.4050 3.4700 3.5501  0.01
N6 0.9153 4.1517 2.5136  0.00
C1 -2.5397 -1.2355 -2.2594  0.00
C2 3.3616 -1.2510 1.0879  0.24
C3 4.1370 -2.2475 0.5524  -0.01
C4 -1.9529 -0.6640 3.3742  0.00
C5 3.5008 -3.2866 -0.1110  0.22
C6 2.1023 -3.3811 -0.2242  0.09
C7 -0.1348 -2.5898 0.1851  0.00
C8 1.9222 -1.2471 0.9236  0.14
C9 -1.0339 1.2498 5.0100  0.00
C10 -4.0581 1.6540 -2.9384  0.56
C11 -1.5843 1.1894 -4.2174  0.17
C12 -2.1585 -0.7079 4.7483  0.01
C13 -1.6656 1.6405 -0.7789  0.58
C14 1.3032 -2.3894 0.2748  0.02
C15 -0.8197 1.3227 3.6392  -0.02
C16 0.7077 3.5133 1.3595  -0.01
C17 -0.1079 2.4134 2.9771  0.01
H1 5.2156 -2.2419 0.6265  0.01
H2 -2.7042 -1.5292 5.1945  0.00
H3 -3.8148 2.6999 -3.0738  0.01
H4 1.3880 5.0308 2.6712  0.00
H5 3.7928 -0.4009 1.5984  -0.01
H6 -3.3541 -1.5082 -2.9298  0.00
H7 -2.3163 -1.4373 2.7121  0.00
H8 -2.7847 -1.5596 -1.2500  0.00
H9 -4.4908 1.3871 -1.9713  0.05
H10 -0.6744 0.5821 -4.2669  0.04
H11 -0.6558 2.0259 5.6638  0.00
H12 -0.4424 -3.5487 -0.2537  0.00
H13 -1.1223 2.5554 -0.9896  0.01
H14 -1.6404 -1.7598 -2.5877  0.01
H15 -4.4873 1.1472 -3.7925  0.01
H16 -2.5409 1.8783 -0.1546  0.02
H17 1.6926 -4.2584 -0.7104  0.00
H18 -1.3572 2.2469 -4.2812  0.00
H19 1.0520 3.8528 0.3962  0.00
H20 -2.3215 0.8660 -4.9443  0.00